A single C14H16N2OS molecule, computed with ωB97M-V/def2-TZVPD.

Values from the calculation:
E_HOMO (eV): -8.51
SMILES: C[C@H](Cc1cccs1)NC(=O)Nc1ccccc1
Gap between HOMO and LUMO (eV): 9.1700
Energy relative to the best compared isomer or geometry (same formula, charge and spin) (kJ/mol): 2.6

```
! wB97M-V def2-TZVPD RIJCOSX def2/J DEFGRID3
* xyz 0 1
C 1.217 -2.424 2.613
C 0.186 -1.494 1.979
N 0.779 -0.697 0.918
C 1.241 -1.219 -0.244
O 1.341 -2.406 -0.481
N 1.670 -0.290 -1.176
C 1.413 1.076 -1.278
C 2.367 1.897 -1.880
C 2.141 3.252 -2.014
C 0.961 3.814 -1.555
C -0.002 3.001 -0.981
C 0.213 1.642 -0.846
H -0.567 1.014 -0.444
H -0.937 3.423 -0.644
H 0.787 4.874 -1.657
H 2.891 3.875 -2.479
H 3.287 1.459 -2.241
H 2.249 -0.692 -1.900
H 0.851 0.297 1.052
H -0.182 -0.783 2.728
C -1.013 -2.293 1.430
C -1.968 -1.396 0.724
C -2.173 -1.271 -0.613
C -3.110 -0.263 -0.945
C -3.598 0.373 0.147
S -2.929 -0.247 1.608
H -4.314 1.169 0.197
H -3.398 -0.025 -1.953
H -1.669 -1.882 -1.341
H -0.639 -3.036 0.726
H -1.503 -2.801 2.262
H 1.602 -3.103 1.857
H 0.762 -3.001 3.413
H 2.044 -1.847 3.020
*
```

These are the natural (NBO) partial charges, in e, on atoms 1 to 8:
1 C -0.62
2 C -0.02
3 N -0.65
4 C 0.80
5 O -0.67
6 N -0.66
7 C 0.24
8 C -0.27

---

C19H38O2 as an isolated structure at a distorted geometry, computed with ωB97M-V/def2-TZVPD.

Values from the calculation:
E_HOMO (eV): -8.99
Gap between HOMO and LUMO (eV): 9.6930
Energy relative to the best compared isomer or geometry (same formula, charge and spin) (kJ/mol): 1900.5

```
! wB97M-V def2-TZVPD RIJCOSX def2/J DEFGRID3
* xyz 0 1
C 8.118 -3.911 -0.794
C 6.962 -3.951 0.195
C 5.531 -3.965 -0.532
C 4.565 -4.101 0.580
C 3.308 -4.102 -0.028
C 2.798 -3.132 -0.796
C 2.713 -1.895 0.098
C 2.113 -0.605 -1.028
C 0.629 -0.768 -1.286
C 0.027 0.479 -1.934
C -1.502 0.146 -2.465
C -2.307 0.326 -1.281
C -3.734 0.561 -1.513
C -4.896 0.252 -0.415
C -4.588 1.489 0.581
C -4.793 2.716 0.202
C -4.564 3.958 1.321
C -3.116 3.916 1.667
O -2.319 3.681 0.790
O -3.061 4.345 2.864
C -1.626 4.647 3.232
H -1.195 3.436 3.379
H -1.199 5.180 2.604
H -1.817 4.880 4.377
H -4.870 4.918 0.491
H -5.275 3.736 2.045
H -5.744 3.030 -0.192
H -4.198 2.936 -0.829
H -5.337 1.156 1.555
H -3.689 1.325 1.193
H -4.752 -0.680 0.001
H -5.762 0.425 -0.856
H -4.078 -0.497 -2.214
H -3.956 1.344 -2.084
H -2.146 -0.461 -0.427
H -2.297 1.181 -0.680
H -1.573 -0.527 -2.991
H -1.799 0.938 -2.845
H 0.604 0.497 -2.899
H 0.170 1.134 -1.397
H 0.287 -1.692 -1.596
H 0.038 -1.137 -0.133
H 2.328 0.227 -0.344
H 2.701 -0.560 -1.763
H 3.711 -1.581 0.138
H 1.922 -1.832 0.837
H 3.377 -2.898 -1.618
H 1.698 -3.227 -1.151
H 2.439 -4.427 0.635
H 3.226 -5.343 -0.690
H 4.581 -3.293 1.182
H 4.757 -5.037 1.108
H 5.427 -2.950 -1.104
H 5.573 -4.817 -1.055
H 7.050 -3.206 1.051
H 7.063 -5.145 0.799
H 8.157 -2.883 -1.399
H 8.188 -4.778 -1.565
H 9.087 -3.960 -0.430
*
```

These are the natural (NBO) partial charges, in e, on atoms 1 to 8:
1 C -0.63
2 C -0.36
3 C -0.39
4 C -0.45
5 C -0.30
6 C -0.43
7 C -0.39
8 C -0.36

---

C20H30F12MnO15P2 as an isolated structure at a distorted geometry, computed with ωB97M-V/def2-TZVPD.

Values from the calculation:
E_HOMO (alpha / beta) (eV): -10.41 / -10.54
Gap between HOMO and LUMO (alpha / beta) (eV): 10.8391 / 10.9679
Energy relative to the best compared isomer or geometry (same formula, charge and spin) (kJ/mol): 215.4

```
! wB97M-V def2-TZVPD RIJCOSX def2/J DEFGRID3
* xyz 0 6
Mn -0.107 -0.150 0.023
P 1.268 -2.769 -1.046
F 1.780 -1.249 -0.583
F 1.168 -2.207 -2.536
F 2.766 -3.323 -1.220
F 0.615 -4.143 -1.558
F 1.372 -3.269 0.502
F -0.219 -2.188 -0.601
P -1.421 2.646 1.265
F -2.580 1.645 1.778
F -1.268 3.227 2.774
F -0.274 1.497 1.572
F -0.237 3.626 0.781
F -1.472 1.919 -0.191
F -2.529 3.753 0.911
C 6.847 -0.065 0.962
C 5.628 0.443 1.726
C 5.229 1.922 1.650
O 3.809 1.882 1.583
C 3.370 0.619 1.406
O 2.214 0.347 1.361
O 4.428 -0.192 1.223
H 7.713 -0.117 1.624
H 7.069 0.632 0.153
H 6.730 -1.073 0.571
H 5.642 -0.004 2.727
H 5.833 2.574 1.027
H 5.398 2.244 2.685
C -5.879 -3.932 1.882
C -5.468 -2.799 0.943
C -5.760 -1.413 1.492
O -4.557 -0.685 1.412
C -3.574 -1.491 0.987
O -2.435 -1.195 0.858
O -4.038 -2.758 0.848
H -5.061 -4.572 2.209
H -6.580 -4.612 1.389
H -6.413 -3.631 2.785
H -5.951 -2.912 -0.025
H -6.137 -1.386 2.518
H -6.594 -0.935 0.968
C 2.251 -1.843 5.955
C 1.416 -2.388 4.826
C -0.074 -2.505 5.201
O -0.748 -1.962 4.042
C 0.167 -1.427 3.225
O -0.115 -0.955 2.176
O 1.370 -1.373 3.812
H 2.382 -2.612 6.719
H 1.852 -0.904 6.335
H 3.260 -1.596 5.616
H 1.781 -3.364 4.500
H -0.284 -1.701 5.915
H -0.382 -3.456 5.620
C -2.588 0.360 -6.244
C -2.635 0.962 -4.855
C -3.908 0.634 -4.003
O -3.390 0.291 -2.723
C -2.072 0.178 -2.759
O -1.329 -0.132 -1.882
O -1.595 0.555 -3.969
H -3.350 0.846 -6.854
H -2.740 -0.718 -6.165
H -1.641 0.565 -6.739
H -2.424 2.026 -5.022
H -4.368 -0.242 -4.449
H -4.399 1.601 -3.963
C 1.499 3.524 -4.953
C 2.256 3.216 -3.683
C 1.974 4.193 -2.536
O 1.910 3.330 -1.372
C 1.536 2.126 -1.799
O 1.030 1.253 -1.157
O 1.800 1.974 -3.115
H 1.862 4.504 -5.278
H 0.425 3.654 -4.815
H 1.680 2.724 -5.667
H 3.326 3.075 -3.855
H 1.123 4.858 -2.687
H 2.812 4.826 -2.230
*
```

These are the Mulliken partial charges, in e, on atoms 1 to 8:
1 Mn 2.66
2 P 1.47
3 F -0.46
4 F -0.40
5 F -0.37
6 F -0.39
7 F -0.41
8 F -0.46

---

CdFO2S as an isolated structure at a distorted geometry, computed with ωB97M-V/def2-TZVPD.

Values from the calculation:
E_HOMO (alpha / beta) (eV): -9.23 / -7.37
Gap between HOMO and LUMO (alpha / beta) (eV): 5.4983 / 3.4963
Energy relative to the best compared isomer or geometry (same formula, charge and spin) (kJ/mol): 4.4

```
! wB97M-V def2-TZVPD RIJCOSX def2/J DEFGRID3
* xyz 0 2
Cd 2.003 0.661 -0.657
F -2.567 -1.528 1.085
S -0.490 0.135 0.090
O 0.880 -0.119 0.791
O 0.173 0.851 -1.309
*
```

Charges obtained by natural (NBO) population analysis, quoted in units of e:
1 Cd 1.51
2 F -0.61
3 S 1.25
4 O -1.06
5 O -1.09

---

Question: Which of these has the highest energy relative to the best compared isomer or geometry (same formula, charge and spin)?
Answer: C19H38O2

---

Question: What is the energy relative to the best compared isomer or geometry (same formula, charge and spin) in the fourth record?
Answer: 4.4 kJ/mol